{"formula": "C54H135N9O18", "method": "wB97M-V/def2-TZVPD", "elements": ["C", "O", "C", "C", "N", "C", "C", "O", "C", "H", "H", "H", "H", "H", "H", "H", "H", "H", "H", "H", "H", "H", "H", "H", "C", "O", "C", "C", "N", "C", "C", "O", "C", "H", "H", "H", "H", "H", "H", "H", "H", "H", "H", "H", "H", "H", "H", "H", "C", "O", "C", "C", "N", "C", "C", "O", "C", "H", "H", "H", "H", "H", "H", "H", "H", "H", "H", "H", "H", "H", "H", "H", "C", "O", "C", "C", "N", "C", "C", "O", "C", "H", "H", "H", "H", "H", "H", "H", "H", "H", "H", "H", "H", "H", "H", "H", "C", "O", "C", "C", "N", "C", "C", "O", "C", "H", "H", "H", "H", "H", "H", "H", "H", "H", "H", "H", "H", "H", "H", "H", "C", "O", "C", "C", "N", "C", "C", "O", "C", "H", "H", "H", "H", "H", "H", "H", "H", "H", "H", "H", "H", "H", "H", "H", "C", "O", "C", "C", "N", "C", "C", "O", "C", "H", "H", "H", "H", "H", "H", "H", "H", "H", "H", "H", "H", "H", "H", "H", "C", "O", "C", "C", "N", "C", "C", "O", "C", "H", "H", "H", "H", "H", "H", "H", "H", "H", "H", "H", "H", "H", "H", "H", "C", "O", "C", "C", "N", "C", "C", "O", "C", "H", "H", "H", "H", "H", "H", "H", "H", "H", "H", "H", "H", "H", "H", "H"], "positions_angstrom": [[3.785, -0.366, 0.654], [5.223, -0.540, 0.652], [5.647, -1.104, 1.873], [7.125, -1.365, 1.977], [7.680, -2.608, 1.347], [9.033, -2.843, 1.802], [9.724, -4.170, 1.241], [9.797, -4.180, -0.152], [11.114, -3.882, -0.569], [3.278, -1.330, 0.683], [3.422, 0.279, -0.147], [3.658, 0.175, 1.592], [5.140, -2.007, 2.215], [5.485, -0.342, 2.635], [7.214, -1.501, 3.055], [7.653, -0.453, 1.697], [7.740, -2.522, 0.342], [9.011, -2.965, 2.885], [9.735, -2.082, 1.459], [9.114, -5.030, 1.518], [10.680, -4.332, 1.739], [11.046, -3.795, -1.653], [11.725, -4.774, -0.430], [11.500, -2.955, -0.146], [-3.161, -8.480, -3.319], [-3.091, -7.541, -2.234], [-3.591, -6.254, -2.446], [-3.456, -5.352, -1.243], [-4.309, -5.897, -0.189], [-4.484, -4.999, 0.937], [-3.362, -5.024, 1.829], [-2.342, -4.168, 1.306], [-1.217, -3.982, 2.098], [-4.168, -8.837, -3.534], [-2.466, -9.319, -3.267], [-2.828, -7.870, -4.159], [-4.618, -6.298, -2.807], [-3.019, -5.749, -3.225], [-3.703, -4.357, -1.613], [-2.413, -5.374, -0.927], [-3.935, -6.751, 0.201], [-5.394, -5.315, 1.447], [-4.568, -3.985, 0.546], [-3.091, -6.046, 2.092], [-3.800, -4.618, 2.741], [-0.511, -3.306, 1.615], [-0.862, -5.004, 2.233], [-1.416, -3.636, 3.112], [-1.303, -2.542, -2.720], [-1.911, -1.226, -2.742], [-3.158, -1.212, -2.004], [-2.979, -1.387, -0.473], [-1.972, -0.408, 0.094], [-2.029, -0.401, 1.521], [-0.995, 0.554, 2.201], [0.216, -0.191, 2.323], [1.181, 0.648, 2.948], [-1.858, -3.384, -3.132], [-1.089, -2.876, -1.705], [-0.369, -2.458, -3.277], [-3.756, -2.036, -2.393], [-3.633, -0.256, -2.226], [-2.561, -2.366, -0.237], [-3.985, -1.195, -0.099], [-1.051, -0.712, -0.186], [-1.798, -1.405, 1.877], [-3.042, -0.262, 1.900], [-1.318, 0.956, 3.162], [-0.886, 1.426, 1.556], [0.798, 1.277, 3.752], [1.619, 1.320, 2.211], [1.881, -0.041, 3.421], [-6.676, -1.828, 1.097], [-7.899, -2.511, 1.316], [-8.113, -3.082, 2.644], [-8.285, -2.052, 3.778], [-7.092, -1.311, 4.271], [-6.027, -2.253, 4.740], [-4.625, -1.556, 4.723], [-4.493, -0.506, 5.668], [-3.473, 0.347, 5.253], [-5.765, -2.322, 1.435], [-6.791, -0.887, 1.635], [-6.583, -1.503, 0.061], [-7.574, -3.984, 2.937], [-9.147, -3.426, 2.626], [-8.678, -2.689, 4.571], [-9.040, -1.295, 3.567], [-7.278, -0.760, 5.097], [-6.019, -3.167, 4.147], [-6.401, -2.453, 5.745], [-4.463, -1.280, 3.682], [-3.892, -2.327, 4.962], [-2.505, -0.117, 5.440], [-3.518, 1.159, 5.979], [-3.623, 0.798, 4.272], [6.650, 5.994, 1.259], [5.700, 6.038, 2.381], [5.186, 4.779, 2.807], [6.135, 4.192, 3.938], [5.383, 3.176, 4.649], [5.245, 1.847, 4.031], [4.445, 0.828, 4.858], [5.281, 0.114, 5.811], [4.561, -0.886, 6.426], [7.515, 5.378, 1.505], [6.963, 7.012, 1.027], [6.143, 5.729, 0.332], [4.924, 4.184, 1.932], [4.215, 4.987, 3.257], [6.423, 5.028, 4.574], [7.066, 3.807, 3.523], [5.658, 3.176, 5.621], [6.277, 1.498, 4.041], [4.974, 1.961, 2.981], [3.946, 0.164, 4.151], [3.598, 1.319, 5.337], [3.670, -0.527, 6.942], [5.164, -1.405, 7.171], [4.206, -1.633, 5.716], [3.937, 3.930, -2.716], [2.867, 3.805, -1.799], [3.413, 3.899, -0.496], [2.247, 3.732, 0.538], [1.347, 4.806, 0.164], [0.077, 4.766, 0.818], [0.139, 5.145, 2.345], [0.350, 4.024, 3.217], [0.263, 4.271, 4.615], [3.472, 4.356, -3.605], [4.446, 2.991, -2.932], [4.768, 4.564, -2.406], [4.032, 4.778, -0.314], [4.047, 3.023, -0.356], [2.472, 3.866, 1.596], [1.803, 2.750, 0.374], [1.299, 4.731, -0.843], [-0.541, 3.912, 0.541], [-0.481, 5.614, 0.422], [-0.825, 5.614, 2.539], [0.815, 5.984, 2.509], [1.264, 4.439, 5.013], [-0.064, 3.327, 5.051], [-0.441, 5.046, 4.916], [-4.769, 2.621, -4.286], [-4.791, 1.177, -4.204], [-6.019, 0.642, -3.795], [-7.263, 0.644, -4.685], [-6.930, 0.520, -6.047], [-8.052, 0.953, -6.956], [-7.685, 0.892, -8.472], [-6.862, 1.987, -8.664], [-5.913, 1.724, -9.665], [-5.162, 3.159, -3.424], [-5.405, 2.968, -5.100], [-3.775, 3.010, -4.509], [-6.347, 1.191, -2.913], [-5.764, -0.375, -3.498], [-7.799, 1.574, -4.498], [-7.960, -0.101, -4.300], [-6.165, 1.121, -6.318], [-8.311, 1.972, -6.669], [-8.932, 0.320, -6.840], [-8.593, 0.802, -9.069], [-7.176, -0.061, -8.615], [-5.116, 1.008, -9.461], [-5.354, 2.614, -9.953], [-6.358, 1.424, -10.614], [0.986, -5.593, -1.364], [1.374, -4.630, -2.374], [1.873, -3.404, -1.880], [3.175, -3.630, -1.152], [2.785, -3.843, 0.198], [3.822, -4.374, 1.025], [3.249, -4.778, 2.364], [3.190, -3.648, 3.209], [2.270, -3.636, 4.296], [0.354, -5.062, -0.652], [1.775, -6.147, -0.857], [0.483, -6.363, -1.948], [1.178, -2.839, -1.258], [2.057, -2.754, -2.735], [3.777, -2.723, -1.099], [3.738, -4.472, -1.556], [2.751, -2.908, 0.577], [4.674, -3.701, 1.123], [4.240, -5.280, 0.586], [3.758, -5.604, 2.860], [2.261, -5.181, 2.143], [1.283, -3.832, 3.877], [2.344, -2.653, 4.762], [2.547, -4.404, 5.017], [1.369, 7.841, -6.062], [0.140, 8.408, -5.804], [-0.057, 9.035, -4.478], [0.417, 8.260, -3.201], [-0.344, 7.082, -2.804], [-0.049, 5.756, -3.457], [-1.004, 4.608, -2.935], [-0.402, 3.292, -3.253], [-1.146, 2.247, -2.507], [1.443, 7.626, -7.128], [1.598, 6.980, -5.433], [2.112, 8.611, -5.855], [-1.120, 9.237, -4.347], [0.447, 10.001, -4.502], [0.134, 8.886, -2.355], [1.501, 8.148, -3.208], [-0.254, 7.092, -1.798], [0.967, 5.486, -3.168], [-0.173, 5.768, -4.540], [-1.993, 4.584, -3.392], [-1.118, 4.730, -1.858], [-0.817, 1.255, -2.819], [-2.235, 2.284, -2.501], [-0.655, 2.364, -1.541]], "forces_ev_per_a": [[1.5, 0.4, 1.1], [-0.6, -0.7, -1.2], [0.3, 0.4, 0.3], [0.3, -0.9, -0.4], [-0.4, 0.6, 0.2], [1.2, -1.8, -0.6], [-2.2, 0.4, 1.2], [0.5, 0.5, 0.0], [-0.6, -0.6, -1.4], [-0.1, 0.3, 0.0], [0.4, -0.3, -0.3], [-1.0, 0.0, 0.1], [-0.5, -0.1, -0.4], [-0.3, 0.1, 0.3], [0.5, 0.0, 0.1], [0.3, 0.1, -0.1], [-0.4, 0.2, -0.2], [0.3, 0.4, 0.1], [0.1, 0.7, 0.4], [-0.3, 0.0, 0.1], [0.3, 0.3, -0.1], [0.1, 0.4, -0.1], [0.5, 0.2, 0.5], [0.2, -0.2, 0.2], [0.1, 2.0, -0.6], [0.5, -1.6, 1.2], [0.1, 0.3, -1.3], [0.2, -2.2, 0.0], [-0.7, 1.0, -0.3], [-1.3, -0.6, -2.2], [1.0, 1.4, 2.1], [-1.3, 0.0, -0.4], [0.2, -1.3, 0.6], [-0.2, 0.0, 0.3], [0.0, 0.2, 0.8], [-0.1, -0.4, -0.7], [-0.3, 0.0, 0.2], [0.3, -0.1, -0.6], [-0.4, 0.1, 0.6], [0.3, 0.4, -0.2], [0.2, -0.3, -0.6], [-0.1, 0.3, 0.2], [-0.5, 0.1, 0.1], [0.8, -0.2, -0.2], [0.6, 0.5, 0.8], [0.0, -0.3, -0.1], [1.2, 0.0, 0.1], [-0.4, 0.5, 0.1], [0.3, 0.9, 0.2], [-0.4, -1.4, 0.5], [1.4, -0.1, 0.2], [1.6, 1.0, -1.0], [-1.6, 0.3, -1.2], [0.7, -0.2, 1.6], [-1.1, -1.1, -1.3], [-0.4, 1.2, 0.6], [0.3, -0.7, 0.0], [-0.7, 0.4, -0.5], [0.2, 0.2, 0.3], [-0.1, 0.0, 0.1], [-0.4, 0.0, 0.0], [0.1, 0.0, 0.0], [-0.9, -0.4, 0.1], [0.2, -0.2, 0.7], [0.1, 0.0, -0.2], [0.2, -0.3, 0.5], [-0.2, 0.6, -0.3], [-0.1, -0.4, 0.3], [0.3, 0.2, -0.2], [-0.5, 0.0, 0.0], [0.3, 0.0, 0.1], [0.4, 0.2, -0.3], [-0.6, 1.3, 0.8], [0.3, -1.6, 0.8], [-1.4, 2.0, -0.7], [1.2, 0.3, 0.9], [0.9, -1.1, -1.2], [-0.4, 1.9, 0.5], [-1.3, -1.8, 0.4], [-1.0, -0.8, -1.3], [0.2, 1.1, 1.6], [-0.1, -0.4, 0.0], [0.6, 0.2, 0.3], [-0.2, -0.7, -0.2], [0.9, 0.3, -0.4], [-0.1, -0.3, -0.6], [-0.3, -0.1, 0.5], [-0.1, -0.2, -0.4], [-0.6, 0.2, -0.3], [0.2, 0.2, 0.0], [0.9, -0.8, 0.4], [0.1, 0.6, 0.0], [0.3, -0.2, 0.0], [0.3, -0.1, -0.7], [0.1, 0.3, -0.1], [0.2, -0.4, -0.3], [-1.2, 0.4, 1.0], [0.9, 0.3, -1.4], [0.9, 0.9, 0.7], [-1.5, -0.4, -1.6], [-1.0, 0.7, 0.7], [1.9, 0.5, 1.5], [0.2, 0.4, -0.4], [-0.3, 1.6, -1.5], [-0.7, -1.0, 0.6], [-0.1, -0.1, -0.2], [0.1, 0.1, 0.6], [0.0, -0.8, 0.0], [0.6, -0.6, 0.0], [0.1, 0.1, 0.3], [-0.4, -0.1, 0.2], [0.3, -0.2, -0.3], [0.0, -0.6, -0.1], [0.2, -0.9, -0.5], [-0.5, -0.1, 0.2], [0.3, -0.7, 0.0], [0.1, 0.3, 0.6], [-0.2, 0.3, 0.1], [0.3, 0.2, -0.1], [0.1, -0.2, -0.3], [-0.3, 0.1, -0.9], [1.1, 0.7, 0.7], [-0.6, -1.9, 1.8], [0.5, 1.2, -1.4], [0.5, -0.2, 0.2], [-0.2, 1.4, 0.8], [-0.8, -0.7, -0.6], [-0.2, 0.6, -0.7], [0.4, -0.7, -0.4], [0.4, -0.2, -0.3], [-0.4, -0.4, -0.1], [-0.3, 0.5, 0.4], [-0.3, 0.4, -0.2], [0.5, -0.1, 0.0], [0.6, -0.3, -0.1], [-0.1, -0.4, 0.1], [-0.7, 0.3, -0.2], [0.0, -0.6, 0.7], [-0.2, 0.2, -0.2], [-0.5, -0.3, 0.4], [0.8, -0.3, -0.1], [0.0, 0.5, 0.1], [-0.2, 0.0, 0.1], [0.0, 0.2, -0.2], [-0.6, -0.3, -0.7], [0.4, 1.7, -0.6], [-0.3, -0.5, 1.3], [0.5, 1.2, 0.6], [-1.1, -0.6, -2.9], [0.5, -0.8, -0.2], [-0.5, -1.0, 2.9], [1.0, 0.2, -1.1], [0.8, 0.8, -1.4], [0.1, -0.5, 0.6], [-0.1, -0.1, -0.3], [0.2, -0.6, 0.2], [0.1, -0.1, 0.6], [-0.1, -0.1, -0.1], [-0.2, 0.6, 0.1], [0.2, -0.5, -0.3], [0.4, 0.0, 0.4], [-0.4, 0.3, -0.3], [0.0, -0.1, 0.5], [-0.1, 0.8, -0.4], [0.4, -0.1, -0.1], [-0.3, -0.5, 0.8], [-0.3, 0.5, 0.5], [-0.5, -0.3, 0.0], [-0.3, 0.4, -1.2], [-0.2, -0.3, 0.5], [1.0, -0.1, -1.3], [-0.2, 1.0, -0.1], [-0.1, -0.2, 1.9], [0.9, -1.4, 0.6], [-0.4, -0.1, 0.5], [0.3, 0.9, 0.0], [0.6, -0.6, -1.0], [-0.2, -0.4, 0.2], [0.5, 0.6, 0.1], [-0.5, 0.2, 0.2], [-0.3, -0.3, 0.4], [-0.1, -0.2, -0.4], [0.6, 0.1, -1.1], [-0.1, 0.1, -0.1], [-1.1, 0.1, 0.1], [0.2, 0.1, 0.2], [-0.1, -0.2, -0.3], [0.6, 0.0, 0.0], [-0.5, 0.2, 0.1], [-0.3, 0.1, 0.4], [-0.2, -0.1, -0.1], [-0.2, -0.1, 0.2], [1.0, 0.9, 0.3], [-2.2, 0.4, 1.6], [0.6, -1.1, -0.3], [-0.9, 0.3, -0.7], [-0.5, -0.8, -1.4], [-0.8, -0.2, 1.4], [1.5, -0.6, -0.6], [-1.8, 0.7, 0.4], [2.4, 0.7, 0.1], [-0.2, -0.3, 0.1], [0.0, -0.3, -0.1], [0.7, 0.0, 0.0], [0.0, -0.3, -0.5], [0.3, 0.1, 0.1], [0.5, 0.9, -0.3], [0.3, -0.2, 0.0], [-0.1, -1.0, 0.0], [0.2, -0.5, -0.4], [0.2, 0.6, 0.1], [-0.1, 0.6, -0.1], [0.0, -0.2, 0.3], [-0.1, 0.2, -0.6], [0.1, 0.5, -0.1], [-0.9, -0.2, 0.7]], "total_charge": 0, "relative_energy_ev": 7.516, "largest_force_ha_per_bohr": 0.06162}